Record 1
{
  "formula": "C2H6ClPS2",
  "method": "the ωB97M-V functional and the def2-TZVPD basis",
  "species": ["Cl", "S", "S", "P", "C", "C", "H", "H", "H", "H", "H", "H"],
  "coordinates": [[1.76841, -1.42144, -0.83249], [1.49948, 1.66002, -1.71188], [-3.03482, -2.11180, 2.07725], [0.93854, 0.27217, -0.21035], [-0.76694, 0.14247, -0.78124], [-2.17845, -1.53855, 3.34624], [-0.88367, -0.30310, -1.75896], [2.31095, 2.33618, -1.07792], [-1.44594, -0.40807, -0.12585], [-1.24613, -0.97071, 2.98031], [-2.44185, -1.88959, 4.38495], [-1.25843, 1.11309, -1.03732]],
  "atomic_forces_ev_per_a": [[0.4259, -1.4152, -0.5632], [-2.4895, -1.9707, -2.2523], [0.2239, 0.3952, 1.0279], [-0.2242, 2.0469, 0.8926], [-1.7694, 0.4120, -1.0561], [0.4916, -0.7005, -1.6848], [0.4452, -0.7034, -0.3685], [2.5290, 1.8658, 2.1654], [0.3307, -0.0023, 0.2439], [-1.3655, -0.6024, 1.6738], [0.6778, 0.9318, -1.0410], [0.7246, -0.2571, 0.9622]],
  "mulliken_charge": [-0.19, -0.27, -0.19, 0.28, -0.82, -0.27, 0.38, 0.12, 0.15, 0.19, 0.26, 0.35],
  "smiles": "CP(S)Cl.C=S",
  "orbital_gap_ha": 0.3095,
  "multiplicity": 1,
  "lumo_ev": -0.642,
  "e_above_lowest_kj_mol": 207.1
}

***

Record 2
{
  "formula": "C2H6CsO",
  "method": "the ωB97M-V functional and the def2-TZVPD basis",
  "species": ["Cs", "O", "C", "C", "H", "H", "H", "H", "H", "H"],
  "coordinates": [[-10.88434, 5.26612, 10.59230], [-10.31979, 7.80358, 12.34226], [-9.15832, 8.63961, 12.20611], [-8.19292, 7.99484, 11.19761], [-7.40286, 8.71672, 10.99072], [-8.72069, 7.76732, 10.27144], [-8.61575, 8.74162, 13.14596], [-7.56802, 7.16505, 11.52782], [-9.46948, 9.65726, 11.97018], [-10.96802, 7.96391, 11.65256]],
  "atomic_forces_ev_per_a": [[0.1040, -0.1790, 0.1009], [-0.0276, -0.6455, 0.6390], [0.5855, -0.6422, -0.4903], [0.3349, 1.2317, 0.0593], [-0.1509, 0.3183, -0.4519], [0.1795, -0.0355, -0.1915], [-0.5567, -0.4065, 0.3401], [-0.7322, -0.4371, 0.4284], [0.0986, -0.0847, -0.4845], [0.1648, 0.8805, 0.0505]],
  "mulliken_charge": [1.02, -0.56, -0.22, -0.90, 0.32, 0.24, 0.27, 0.24, 0.29, 0.30],
  "orbital_gap_ha": 0.3877,
  "multiplicity": 1,
  "lumo_ev": -3.876,
  "e_above_lowest_kj_mol": 56.7,
  "total_charge": 1
}

***

Record 3
{
  "formula": "C2H6F2MnO2",
  "method": "the ωB97M-V functional and the def2-TZVPD basis",
  "species": ["Mn", "F", "F", "O", "O", "C", "C", "H", "H", "H", "H", "H", "H"],
  "coordinates": [[0.21693, -0.59735, 1.26696], [-0.86768, -1.57976, 2.77087], [1.98746, 0.05403, 2.07868], [0.58780, -2.28760, -0.03652], [-0.87949, 1.03281, 0.48341], [-0.97701, 2.35287, 0.09722], [0.72475, -1.88818, -1.35618], [-1.59980, 2.90812, 0.82967], [-1.54503, 2.47258, -0.84776], [1.26786, -0.92429, -1.42306], [0.02632, 2.79570, 0.02198], [1.28077, -2.62301, -1.97584], [-0.22289, -1.71592, -1.90943]],
  "atomic_forces_ev_per_a": [[-0.1692, -0.4263, 0.5296], [0.2414, 0.4112, -0.3761], [-0.2959, -0.0180, -0.2443], [-0.2631, 0.6674, -0.4876], [-0.0030, -0.1533, -0.2471], [-0.2336, -1.5695, 0.8009], [0.1207, 0.0728, 0.7581], [0.2686, 0.4448, 0.0993], [0.2920, 0.1112, -0.3409], [0.1171, -0.0109, -0.3457], [-0.0551, 0.5839, -0.1994], [0.1636, -0.0757, -0.0495], [-0.1833, -0.0376, 0.1028]],
  "mulliken_charge": [1.29, -0.86, -0.88, -0.81, -0.66, -0.67, -0.46, 0.17, 0.17, 0.10, 0.18, 0.24, 0.20],
  "orbital_gap_ha": [0.2447, 0.2671],
  "multiplicity": 6,
  "s_squared": 8.7533,
  "lumo_ev": [6.729, 6.714],
  "total_charge": -2
}

***

Record 4
{
  "formula": "C2H6F2N2O2",
  "method": "the ωB97M-V functional and the def2-TZVPD basis",
  "species": ["F", "F", "O", "O", "N", "N", "C", "C", "H", "H", "H", "H", "H", "H"],
  "coordinates": [[-1.20086, -0.52944, 1.11978], [1.24811, 0.61673, -1.02898], [-1.13170, -0.74818, -1.15191], [1.08136, 0.53223, 1.24354], [1.19674, -1.39470, 0.01174], [-1.31492, 1.36535, -0.10212], [-0.80253, 0.00479, -0.07239], [0.75901, -0.03022, 0.05587], [0.75995, -1.99515, 0.71890], [-0.23950, -1.24923, -1.37892], [-2.29800, 1.31282, 0.09534], [0.66104, 1.40126, 1.30988], [-1.25595, 1.78959, -0.97910], [2.13210, -1.39441, 0.04662]],
  "atomic_forces_ev_per_a": [[-1.0576, -0.5659, 0.1746], [0.8300, 0.5429, -0.3854], [1.6655, -1.5174, -0.8271], [1.2761, 0.9241, 0.3304], [-4.2690, 0.1544, -0.6133], [0.1354, -1.3046, 1.7540], [1.5289, 1.0473, -0.6934], [-2.1646, -0.8323, 1.1482], [0.3603, 0.6495, -0.2709], [-2.5112, 0.8565, 0.5227], [-0.4582, 0.0168, 0.4017], [-0.1624, -0.0050, -0.0309], [0.5336, 0.4558, -1.7655], [4.2931, -0.4223, 0.2550]],
  "mulliken_charge": [-0.33, -0.33, -0.57, -0.54, -0.60, -0.62, 0.78, 0.49, 0.23, 0.43, 0.25, 0.39, 0.22, 0.20],
  "smiles": "N[C@](O)(F)[C@](N)(O)F",
  "orbital_gap_ha": 0.4130,
  "multiplicity": 1,
  "lumo_ev": 0.826,
  "e_above_lowest_kj_mol": 34.3
}

***

Record 5
{
  "formula": "C2H6F2NP",
  "method": "the ωB97M-V functional and the def2-TZVPD basis",
  "species": ["P", "F", "F", "N", "C", "C", "H", "H", "H", "H", "H", "H"],
  "coordinates": [[0.41014, 1.42354, -1.19909], [2.10742, -1.00427, 0.68030], [0.52906, -2.27049, 0.00014], [0.65073, -0.18117, -1.43038], [0.82119, -0.79889, 0.08531], [-0.37021, -0.42760, 1.03229], [1.38236, 1.43349, -0.25319], [-0.07851, -1.18042, 1.82302], [-0.63177, 0.53624, 1.54804], [-1.10560, -0.85129, 0.49004], [1.53947, -0.26504, -1.83684], [-0.50146, 1.11515, -0.21194]],
  "atomic_forces_ev_per_a": [[-0.9867, 2.9652, -0.6646], [-1.9880, 2.2757, -1.5084], [0.1710, 2.4721, -0.9159], [0.4404, -4.5052, 3.9333], [-0.5180, -3.6445, -1.3077], [4.1607, -0.1935, 3.2443], [1.1861, 1.3966, 1.2179], [-0.8325, 0.8882, -0.3597], [0.8070, -0.9090, -0.9604], [-3.0556, -1.0042, -1.5142], [1.4962, -0.8755, -1.0300], [-0.8807, 1.1342, -0.1347]],
  "mulliken_charge": [-0.05, -0.27, -0.33, -0.33, 0.68, -1.35, 0.07, 0.33, 0.34, 0.48, 0.33, 0.09],
  "smiles": "CC(F)(F)NP",
  "orbital_gap_ha": 0.3998,
  "multiplicity": 1,
  "lumo_ev": 0.847,
  "e_above_lowest_kj_mol": 405.4
}

***

Record 6
{
  "formula": "C2H6FN",
  "method": "the ωB97M-V functional and the def2-TZVPD basis",
  "species": ["F", "N", "C", "C", "H", "H", "H", "H", "H", "H"],
  "coordinates": [[-2.70940, -2.54806, 1.01339], [-0.93168, -0.45131, 0.77335], [-0.08249, -0.47206, -0.18054], [0.91965, 0.67499, -0.40340], [0.97801, 0.81001, -1.46680], [0.04328, -1.34790, -0.80779], [-2.25822, -1.68809, 0.74015], [1.86890, 0.44762, -0.00779], [0.31810, 1.59382, 0.08660], [-0.92857, 0.52873, 1.29723]],
  "atomic_forces_ev_per_a": [[1.3084, 2.5699, -0.8693], [-0.4513, 4.5667, 4.1016], [2.3259, -1.9975, -4.1585], [-3.7033, 1.4114, 1.2462], [0.0492, 0.2770, -0.4859], [-0.0216, -0.0437, -0.0123], [-1.3951, -2.5285, 0.8690], [1.1478, 0.1907, 0.8924], [2.1296, -1.4755, -1.1122], [-1.3896, -2.9705, -0.4710]],
  "mulliken_charge": [-0.41, -0.48, -0.12, -0.74, 0.23, 0.41, 0.41, 0.23, 0.24, 0.23],
  "orbital_gap_ha": [0.2532, 0.2875],
  "multiplicity": 3,
  "s_squared": 2.0058,
  "lumo_ev": [0.974, -3.686],
  "e_above_lowest_kj_mol": 106.8
}

***

Record 7
{
  "formula": "C2H6FNO2S2",
  "method": "the ωB97M-V functional and the def2-TZVPD basis",
  "species": ["S", "S", "F", "O", "O", "N", "C", "C", "H", "H", "H", "H", "H", "H"],
  "coordinates": [[1.06513, -0.77430, 0.67903], [-1.23247, -0.44943, 0.60311], [-2.82380, -1.23157, 0.26007], [0.39535, 0.48422, 1.13561], [-0.50240, -0.97967, -0.61370], [1.14667, -1.83516, 1.62452], [-1.68278, 1.25609, 0.03080], [2.19144, -0.30678, -0.76434], [-2.49761, 1.56643, 0.67289], [-0.83523, 1.89325, 0.18816], [-2.22026, 1.08499, -0.91836], [1.61884, 0.58491, -0.96309], [3.15126, -0.16466, -0.41087], [2.22588, -1.12831, -1.52385]],
  "atomic_forces_ev_per_a": [[3.5251, -0.9560, 0.1990], [-5.9760, 0.3578, -0.5435], [1.9088, 1.4478, -0.0039], [1.4225, 1.1169, -0.4704], [0.5693, -0.1279, 0.0509], [0.8475, -1.1518, -0.2308], [-2.2325, -1.7482, 0.3683], [-2.8289, -1.4878, 0.2241], [-0.0908, 0.1848, 0.5051], [0.1486, 0.1804, -0.7523], [1.0069, 0.3980, -0.0204], [0.4718, 0.3231, -1.0537], [1.8540, 0.5968, 1.0421], [-0.6264, 0.8659, 0.6854]],
  "mulliken_charge": [0.78, 0.70, -0.43, -0.44, -0.40, -0.57, -0.84, -0.74, 0.36, 0.33, 0.30, 0.31, 0.35, 0.29],
  "orbital_gap_ha": 0.3733,
  "multiplicity": 1,
  "lumo_ev": 0.099,
  "e_above_lowest_kj_mol": 383.3
}

***

Record 8
{
  "formula": "C2H6IN3",
  "method": "the ωB97M-V functional and the def2-TZVPD basis",
  "species": ["I", "N", "N", "N", "C", "C", "H", "H", "H", "H", "H", "H"],
  "coordinates": [[-3.42140, 0.01165, 0.43660], [1.32187, -0.42952, 0.41888], [-0.86917, 1.72735, -0.03950], [1.51867, -0.97300, -0.93033], [-1.33069, 0.62416, 0.17051], [-0.06660, -0.66735, 0.72239], [-1.48962, 2.63056, -0.22964], [1.58865, 0.49604, 0.35959], [-0.15574, -0.65210, 1.75937], [-0.30162, -1.61466, 0.13294], [0.77355, -0.57122, -1.56810], [2.43210, -0.58189, -1.23271]],
  "atomic_forces_ev_per_a": [[0.6027, 0.1753, -0.1744], [-1.7622, -2.5132, -1.5117], [-0.8886, 4.0056, -1.0564], [0.2290, 0.9643, -0.6612], [1.7549, -3.2951, 1.5840], [-0.6727, 0.6601, -3.0773], [1.3356, -2.7617, 0.5285], [0.2092, 2.6606, 0.4742], [-0.9229, -0.2424, 1.6703], [-0.2194, 1.1379, 1.4497], [1.2010, -0.2587, 0.7832], [-0.8666, -0.5325, -0.0089]],
  "mulliken_charge": [-0.03, -0.28, -0.46, -0.54, 0.09, -0.61, 0.29, 0.25, 0.37, 0.41, 0.25, 0.25],
  "smiles": "[H]/N=C(\\I)CNN",
  "orbital_gap_ha": 0.3298,
  "multiplicity": 1,
  "lumo_ev": 0.247,
  "e_above_lowest_kj_mol": 78.7
}